--- i ---
This record from the Open Molecules 2025 dataset describes a single C9H11NO2 molecule. The level of theory is ωB97M-V/def2-TZVPD.

* molar mass: 165.19 g/mol
* HOMO-LUMO gap: 0.3508 Ha
* SMILES: N[C@@H](Cc1ccccc1)C(=O)O

The geometry in ORCA input format:
```
! RIJCOSX wB97M-V def2-TZVPD def2/J DEFGRID3
* xyz 0 1
N 0.09660 -2.13782 -1.26087
C 0.63800 -1.84785 0.07286
C 1.51210 -0.51595 0.21736
C 0.78024 0.70134 -0.18506
C -0.01819 1.43004 0.65027
C -0.68602 2.61272 0.24474
C -0.60875 3.03707 -1.05664
C 0.25291 2.44166 -1.91504
C 0.77314 1.16389 -1.52308
C -0.64977 -1.85977 1.10426
O -1.81538 -1.85795 0.83686
O -0.32296 -1.78183 2.39217
H -0.52148 -1.34545 -1.41472
H -0.44862 -2.96484 -1.14401
H 1.32430 -2.66830 0.33836
H 1.75127 -0.48771 1.31481
H 2.48917 -0.66327 -0.28295
H -0.01099 1.13386 1.72103
H -1.18214 3.14318 1.06290
H -1.23599 3.82535 -1.42040
H 0.46210 2.62703 -2.95824
H 1.12229 0.37329 -2.24201
H 0.71856 -1.86905 2.36114
*
```


--- ii ---
This record from the Open Molecules 2025 dataset describes a single C9H11NO2 molecule. The level of theory is ωB97M-V/def2-TZVPD.

* molar mass: 165.19 g/mol
* HOMO-LUMO gap: 0.3215 Ha
* SMILES: NCCc1ccc2c(c1)OCO2

The geometry in ORCA input format:
```
! RIJCOSX wB97M-V def2-TZVPD def2/J DEFGRID3
* xyz 0 1
N 3.52501 0.58706 2.00893
C 2.36550 0.55550 1.16652
C 0.98307 0.87559 1.64656
C 0.12532 0.40396 0.39466
C 0.62864 0.31507 -0.91225
C -0.03029 -0.16378 -2.05568
C -1.30859 -0.57116 -1.81914
C -1.91843 -0.34481 -0.52387
C -1.24950 0.04660 0.56492
O -3.12616 -0.97011 -0.51945
C -3.33113 -1.41625 -1.85440
O -2.12649 -1.30880 -2.63781
H 3.38468 0.25815 3.03699
H 3.69077 1.56088 2.29131
H 2.20166 -0.54590 0.90133
H 2.62043 1.25624 0.32517
H 0.72895 0.07726 2.32356
H 0.46742 1.77795 2.13081
H 1.59839 0.80469 -0.94713
H 0.36969 -0.14266 -3.02786
H -1.87993 0.31338 1.44298
H -3.53419 -2.50474 -1.74075
H -4.18484 -0.86414 -2.19537
*
```


--- iii ---
This record from the Open Molecules 2025 dataset describes a single C9H11NO2 molecule. The level of theory is ωB97M-V/def2-TZVPD.

* molar mass: 165.19 g/mol
* HOMO-LUMO gap: 0.3428 Ha
* SMILES: N[C@@H](Cc1ccccc1)C(=O)O

The geometry in ORCA input format:
```
! RIJCOSX wB97M-V def2-TZVPD def2/J DEFGRID3
* xyz 0 1
N 0.15587 -1.60416 2.13617
C -0.82391 -0.72767 1.69344
C -0.25468 0.74300 1.33299
C 0.56768 0.68375 0.07689
C -0.02898 0.69299 -1.23351
C 0.56345 0.94070 -2.45479
C 1.98826 0.93925 -2.42854
C 2.72193 0.83785 -1.23739
C 2.03672 0.62798 0.05455
C -1.78302 -0.94877 0.58722
O -1.77254 -2.01761 0.09925
O -2.53685 0.20035 0.41393
H 0.80402 -1.64109 1.27086
H -0.37623 -2.54922 2.31789
H -1.46333 -0.47132 2.60757
H -1.08332 1.33323 1.00591
H 0.37914 0.96823 2.31302
H -1.19782 0.41631 -1.31079
H -0.23463 1.19511 -3.19542
H 2.41881 0.97554 -3.48330
H 3.93326 1.16708 -1.33845
H 2.65537 0.83485 1.12019
H -2.37595 0.80406 1.28879
*
```


Energies, relative to the best one, in kcal/mol: i 0.0; ii 43.8; iii 73.0.


--- i ---
This record from the Open Molecules 2025 dataset describes a single C6H9NO2 molecule. The level of theory is ωB97M-V/def2-TZVPD.

* molar mass: 127.14 g/mol
* HOMO-LUMO gap: 0.3312 Ha
* SMILES: O=C[C@@]12CCN[C@H]1[C@@H]2O

The geometry in ORCA input format:
```
! RIJCOSX wB97M-V def2-TZVPD def2/J DEFGRID3
* xyz 0 1
O -1.95612 1.50194 -0.30552
C -0.69278 1.59996 -0.20323
C 0.21659 0.61378 0.52676
C -0.75795 -0.21195 1.31183
C -1.35873 -1.18643 0.05745
N -0.44347 -1.14228 -1.06845
C 0.68212 -0.60999 -0.48912
C 1.48302 0.58328 -0.37961
O 2.70968 0.37834 0.25017
H -0.07568 2.32198 -0.81987
H -1.25771 0.55018 1.87297
H -0.17533 -0.81415 2.05987
H -2.32423 -0.89710 -0.34983
H -1.28671 -2.17755 0.46376
H -0.86746 -0.42319 -1.69876
H 1.31712 -1.15792 0.30254
H 1.47859 1.20027 -1.29865
H 3.30905 -0.12917 -0.23231
*
```


--- ii ---
This record from the Open Molecules 2025 dataset describes a single C6H9NO2 molecule. The level of theory is ωB97M-V/def2-TZVPD.

* molar mass: 127.14 g/mol
* HOMO-LUMO gap (spin up / spin down): 0.2702 / 0.3064 Ha

The geometry in ORCA input format:
```
! RIJCOSX wB97M-V def2-TZVPD def2/J DEFGRID3
* xyz 0 1
C -1.81497 -0.17936 0.55731
C -0.49145 1.60470 -0.51021
C 0.43626 1.50239 0.65466
C 0.92784 -0.71641 0.67051
C -1.15170 0.25273 -0.59474
C 1.44888 -1.79106 -0.15190
N -2.48655 -0.61170 1.41724
O 1.36999 0.60064 0.46019
O -1.21712 -0.50064 -1.71870
H -1.32007 2.32115 -0.18731
H 0.00226 2.10925 -1.43911
H 0.85839 2.47607 0.71962
H -0.17721 1.30312 1.51885
H 0.36421 -0.87992 1.54076
H 2.54206 -1.60365 -0.38457
H 0.96464 -1.66791 -1.18513
H 0.96387 -2.75872 0.14934
H -1.21932 -1.46071 -1.51680
*
```


Energies, relative to the best one, in kcal/mol: i 23.4; ii 0.0.


--- i ---
This record from the Open Molecules 2025 dataset describes a single C6H9NO2 molecule. The level of theory is ωB97M-V/def2-TZVPD.

* molar mass: 127.14 g/mol
* HOMO-LUMO gap: 0.3853 Ha
* SMILES: C[C@@H]1[C@@H]2C[C@H](O)C(=O)N12

The geometry in ORCA input format:
```
! RIJCOSX wB97M-V def2-TZVPD def2/J DEFGRID3
* xyz 0 1
C 1.07516 -1.08514 1.03661
C 1.45203 -0.14700 -0.08098
C 0.80494 1.17723 -0.48003
C -0.56980 1.36295 0.09777
C -1.47612 0.37738 -0.61583
O -2.11876 -0.17039 0.68202
C -0.42306 -0.67888 -1.07662
O -0.68337 -1.95635 -1.07950
N 0.77836 -0.00128 -1.33838
H 0.05122 -1.28390 1.46084
H 1.70942 -0.70252 1.94170
H 1.42733 -2.12237 0.86656
H 2.41239 -0.04718 -0.42724
H 1.36097 2.11898 -0.89208
H -0.58452 1.01171 1.15162
H -0.86969 2.44829 -0.03210
H -1.94989 0.81290 -1.45827
H -2.39661 -1.11443 0.24392
*
```


--- ii ---
This record from the Open Molecules 2025 dataset describes a 2-piece molecular cluster, C6H9NO2 overall. The level of theory is ωB97M-V/def2-TZVPD.

* molar mass: 127.14 g/mol
* HOMO-LUMO gap: 0.4125 Ha
* SMILES: N#C[C@@H]1C[C@@H]2O[C@@H]2C1.O

The geometry in ORCA input format:
```
! RIJCOSX wB97M-V def2-TZVPD def2/J DEFGRID3
* xyz 0 1
N -1.29941 -0.29653 0.06053
C -0.47194 -1.07554 0.28331
C 0.55413 -2.09447 0.54827
C -0.06095 -3.44601 1.00446
C -0.01657 -3.38195 2.51323
O -0.49472 -2.14682 3.04583
C 0.91541 -2.33520 2.92650
C 1.51018 -1.68187 1.70111
H 1.11020 -2.21771 -0.39085
H -1.06734 -3.61991 0.60440
H 0.58472 -4.27031 0.67002
H -0.21812 -4.27062 3.11469
H 1.47275 -2.37147 3.86473
H 2.50337 -2.11652 1.51988
H 1.62683 -0.59559 1.79876
O -0.59848 1.67838 -2.35834
H -1.33757 1.37674 -1.80959
H 0.01164 0.93460 -2.38524
*
```


Energies, relative to the best one, in kcal/mol: i 57.7; ii 0.0.


--- i ---
This record from the Open Molecules 2025 dataset describes a single C15H16 molecule. The level of theory is ωB97M-V/def2-TZVPD.

* molar mass: 196.29 g/mol
* HOMO-LUMO gap: 0.3177 Ha
* SMILES: C/C1=C/C=C\C=C/[C@H](C)c2ccccc21

The geometry in ORCA input format:
```
! RIJCOSX wB97M-V def2-TZVPD def2/J DEFGRID3
* xyz 0 1
C 0.44990 1.74262 -1.96284
C 0.55268 1.33292 -0.56085
C 1.58978 1.70361 0.34422
C 1.81936 1.17542 1.64474
C 2.39783 -0.07702 1.62207
C 2.60558 -0.62916 0.29768
C 1.53898 -1.02817 -0.41130
C 0.23410 -1.57356 0.19653
C -0.22842 -2.74959 -0.68766
C -0.86063 -0.55759 0.32922
C -2.11467 -1.02447 0.71866
C -3.15893 -0.13243 0.90023
C -3.01496 1.18389 0.42628
C -1.79634 1.61092 -0.04631
C -0.69579 0.74433 -0.08120
H 1.05634 1.12457 -2.65059
H 0.82909 2.75034 -2.21181
H -0.55836 1.68867 -2.36721
H 2.37166 2.29971 -0.00725
H 1.37947 1.58051 2.54288
H 2.80457 -0.33672 2.58140
H 3.50934 -0.36787 -0.27084
H 1.79160 -1.39900 -1.39766
H 0.55828 -1.83374 1.15610
H -0.43510 -2.32513 -1.67607
H -1.23913 -3.13782 -0.08791
H 0.44424 -3.63564 -0.65883
H -2.28110 -2.13486 0.86053
H -4.11864 -0.54493 1.11666
H -3.83509 1.92031 0.66425
H -1.59563 2.62991 -0.32311
*
```


--- ii ---
This record from the Open Molecules 2025 dataset describes a single C15H16 molecule. The level of theory is ωB97M-V/def2-TZVPD.

* molar mass: 196.29 g/mol
* HOMO-LUMO gap: 0.3328 Ha
* SMILES: C=CC#CCCC/C=C/c1ccccc1

The geometry in ORCA input format:
```
! RIJCOSX wB97M-V def2-TZVPD def2/J DEFGRID3
* xyz 0 1
C -0.12418 -3.16038 0.77423
C -1.15753 -2.98750 -0.03830
C -1.93535 -1.82601 -0.10756
C -2.73363 -0.93811 -0.06337
C -3.55809 0.18709 -0.20500
C -3.09439 1.43969 0.48727
C -2.02382 2.23232 -0.29101
C -0.67364 1.56770 -0.49085
C 0.52290 1.68552 0.14695
C 1.74374 0.91579 -0.11757
C 1.76429 -0.40256 -0.63957
C 2.94524 -1.14487 -0.61074
C 4.13029 -0.57987 -0.15544
C 4.10610 0.68309 0.35602
C 2.92313 1.38856 0.42088
H 0.52889 -3.97878 0.78878
H 0.21990 -2.39490 1.48170
H -1.21094 -3.76738 -0.89482
H -4.67683 0.09879 0.08556
H -3.59439 0.22466 -1.39104
H -2.79977 1.05365 1.42482
H -3.85760 2.17948 0.70497
H -2.56423 2.32595 -1.19632
H -1.80886 3.14104 0.12272
H -0.75223 0.77680 -1.23896
H 0.50778 2.34701 0.91950
H 0.96084 -0.99281 -0.88255
H 3.01949 -2.14908 -0.93813
H 5.12213 -1.08526 -0.11176
H 5.07430 0.90613 0.75147
H 2.99649 2.25421 0.90815
*
```


Energies, relative to the best one, in kcal/mol: i 0.0; ii 12.6.